No. 1
This record from the OMol25 dataset describes C6H18AgClO6 as an isolated structure in a non-equilibrium geometry. The level of theory is ωB97M-V/def2-TZVPD.

XYZ file:
```
32
C6H18AgClO6 ωB97M-V/def2-TZVPD
Ag -1.2934 0.1193 -0.3954
Cl -5.8321 0.1045 -1.6112
C 1.0470 -1.3603 4.1301
C 2.1318 -1.5439 3.0493
O 2.0028 -0.5562 2.0271
O -0.2171 -1.2822 3.4267
H 1.2448 -0.4059 4.6181
H 1.1897 -2.1399 4.8785
H 2.0175 -2.5325 2.6048
H 3.1686 -1.5391 3.3856
H 2.8704 -0.1571 1.9294
H -0.9104 -1.0258 4.0393
C -0.3095 5.1812 -0.6663
C -1.4431 5.1445 0.3526
O -1.6161 3.8814 1.0775
O -0.3763 4.0603 -1.4817
H 0.6417 5.1657 -0.1343
H -0.2669 6.1224 -1.2143
H -2.4073 5.2546 -0.1438
H -1.3796 5.9218 1.1141
H -2.3555 4.0974 1.6503
H 0.2669 4.1541 -2.1881
C -0.1302 -4.3191 -2.7772
C 0.9054 -3.3112 -3.4066
O 0.3212 -2.0469 -3.5574
O -0.8676 -3.8140 -1.6738
H 0.4569 -5.2041 -2.5319
H -0.8293 -4.6885 -3.5276
H 1.1862 -3.7024 -4.3844
H 1.7821 -3.3532 -2.7603
H 0.4701 -1.7219 -4.4483
H -1.4688 -4.5028 -1.3811
```

Calculated values
Energy above the lowest of the compared OMol25 structures with the same formula, charge and spin ... 82.7 kJ/mol
Spin multiplicity ... 2
Charge ... +1
HOMO-LUMO gap (spin up / spin down) ... 7.0 / 6.2 eV
E_LUMO (spin up / spin down) ... -5.7907 / -6.5765 eV

No. 2
This record from the OMol25 dataset describes C6H18Ba2N2O9 as an isolated structure in a non-equilibrium geometry. The level of theory is ωB97M-V/def2-TZVPD.

XYZ file:
```
37
C6H18Ba2N2O9 ωB97M-V/def2-TZVPD
Ba -10.0686 -16.9700 -16.7685
Ba -5.4181 -15.0497 -17.6808
N -7.2599 -17.5810 -14.8407
O -6.5323 -17.6494 -13.9002
O -6.9213 -16.9239 -15.7475
O -8.3820 -18.1095 -14.8153
N -7.9199 -13.7720 -15.6864
O -8.6764 -13.1867 -14.8874
O -8.4478 -14.5779 -16.4745
O -6.7348 -13.4609 -15.9092
C -6.5260 -12.5029 -12.4791
C -6.9870 -13.8788 -11.9938
O -6.4551 -15.0851 -12.5997
H -5.4419 -12.4827 -12.5912
H -6.6512 -11.7233 -11.7277
H -6.9622 -12.2275 -13.4393
H -8.0675 -13.9867 -12.0886
H -6.7688 -13.9188 -10.9266
H -6.8941 -15.0244 -13.4513
C -7.6534 -8.8594 -14.2731
C -8.3523 -9.7737 -15.2624
O -9.3142 -10.4799 -14.4701
H -6.8311 -8.2640 -14.6700
H -7.2710 -9.4191 -13.4195
H -8.2714 -8.0750 -13.8363
H -7.6181 -10.4542 -15.6937
H -8.9121 -9.2643 -16.0467
H -9.1506 -11.4257 -14.4847
C -11.8370 -15.0313 -12.6745
C -10.5795 -15.7489 -13.1399
O -10.4881 -15.5158 -14.5045
H -11.9150 -15.0104 -11.5875
H -12.6867 -15.6180 -13.0237
H -11.8031 -13.9880 -12.9883
H -10.4506 -16.8159 -12.9583
H -9.6464 -15.3571 -12.7349
H -10.1704 -14.6161 -14.6103
```

Calculated values
Charge ... +2
HOMO-LUMO gap ... 5.7 eV
E_LUMO ... -8.1445 eV

Please write out number 2 again, unchanged.
This record from the OMol25 dataset describes C6H18Ba2N2O9 as an isolated structure in a non-equilibrium geometry. The level of theory is ωB97M-V/def2-TZVPD.

XYZ file:
```
37
C6H18Ba2N2O9 ωB97M-V/def2-TZVPD
Ba -10.0686 -16.9700 -16.7685
Ba -5.4181 -15.0497 -17.6808
N -7.2599 -17.5810 -14.8407
O -6.5323 -17.6494 -13.9002
O -6.9213 -16.9239 -15.7475
O -8.3820 -18.1095 -14.8153
N -7.9199 -13.7720 -15.6864
O -8.6764 -13.1867 -14.8874
O -8.4478 -14.5779 -16.4745
O -6.7348 -13.4609 -15.9092
C -6.5260 -12.5029 -12.4791
C -6.9870 -13.8788 -11.9938
O -6.4551 -15.0851 -12.5997
H -5.4419 -12.4827 -12.5912
H -6.6512 -11.7233 -11.7277
H -6.9622 -12.2275 -13.4393
H -8.0675 -13.9867 -12.0886
H -6.7688 -13.9188 -10.9266
H -6.8941 -15.0244 -13.4513
C -7.6534 -8.8594 -14.2731
C -8.3523 -9.7737 -15.2624
O -9.3142 -10.4799 -14.4701
H -6.8311 -8.2640 -14.6700
H -7.2710 -9.4191 -13.4195
H -8.2714 -8.0750 -13.8363
H -7.6181 -10.4542 -15.6937
H -8.9121 -9.2643 -16.0467
H -9.1506 -11.4257 -14.4847
C -11.8370 -15.0313 -12.6745
C -10.5795 -15.7489 -13.1399
O -10.4881 -15.5158 -14.5045
H -11.9150 -15.0104 -11.5875
H -12.6867 -15.6180 -13.0237
H -11.8031 -13.9880 -12.9883
H -10.4506 -16.8159 -12.9583
H -9.6464 -15.3571 -12.7349
H -10.1704 -14.6161 -14.6103
```

Calculated values
Charge ... +2
HOMO-LUMO gap ... 5.7 eV
E_LUMO ... -8.1445 eV

Look up the charge of the second one. +2

Among the records above, which one has the lowest charge? C6H18AgClO6